# C28H71O22S7

A 8-piece molecular cluster, C28H71O22S7 overall (ωB97M-V with the def2-TZVPD basis set, OMol25).

As for the total charge: -1. The HOMO energy comes out at -0.462 eV. As for the frontier orbital gap: 1.9 eV. The multiplicity is 1.

Each line ends with the Löwdin charge.
Atoms and positions in Å:
C  1.65  3.75  -0.47  -0.109
O  0.52  4.31  0.19  -0.208
C  -0.14  5.31  -0.56  -0.239
C  -1.57  5.57  -0.09  -0.189
C  -2.25  4.43  0.70  -0.254
C  -2.60  3.15  -0.06  -0.421
C  -1.59  2.03  0.09  -0.174
C  -2.95  3.37  -1.52  -0.194
H  1.37  2.76  -0.84  0.068
H  2.44  3.67  0.28  0.078
H  1.95  4.36  -1.31  0.076
H  -0.11  5.11  -1.63  0.106
H  0.43  6.24  -0.43  0.107
H  -1.53  6.45  0.56  0.077
H  -2.17  5.88  -0.95  0.081
H  -1.56  4.18  1.50  0.065
H  -3.15  4.84  1.18  0.070
H  -0.87  2.27  0.87  0.039
H  -2.08  1.10  0.42  0.035
H  -1.08  1.77  -0.86  0.039
H  -2.12  3.10  -2.20  0.041
H  -3.76  2.68  -1.80  0.021
H  -3.33  4.37  -1.74  0.044
O  -4.28  2.86  3.07  -0.255
S  -3.58  2.51  4.26  0.576
O  -3.39  1.14  4.63  -0.288
O  -4.27  3.28  5.49  -0.270
C  -5.69  3.14  5.61  -0.270
C  -6.09  1.82  6.24  -0.075
C  -2.03  3.34  4.31  -0.106
H  -6.16  3.28  4.64  0.112
H  -6.01  3.97  6.25  0.116
H  -5.87  0.99  5.57  0.072
H  -7.17  1.81  6.44  0.076
H  -5.55  1.66  7.17  0.080
H  -2.19  4.40  4.08  0.061
H  -1.39  2.89  3.55  0.075
H  -1.60  3.22  5.30  0.073
O  3.29  0.77  -0.90  -0.264
S  4.13  0.78  -2.06  0.557
O  3.67  1.34  -3.29  -0.272
O  4.67  -0.70  -2.32  -0.269
C  3.68  -1.75  -2.39  -0.246
C  2.96  -1.78  -3.72  -0.069
C  5.68  1.51  -1.64  -0.125
H  2.98  -1.65  -1.56  0.118
H  4.24  -2.67  -2.24  0.096
H  2.33  -0.91  -3.86  0.074
H  2.34  -2.68  -3.78  0.081
H  3.68  -1.80  -4.54  0.079
H  6.06  1.04  -0.74  0.071
H  5.50  2.57  -1.48  0.075
H  6.37  1.36  -2.47  0.070
O  5.16  -4.95  -2.79  -0.275
S  5.89  -5.80  -3.68  0.571
O  6.32  -7.09  -3.26  -0.270
O  7.15  -4.98  -4.23  -0.266
C  8.00  -4.35  -3.26  -0.254
C  8.95  -5.33  -2.60  -0.073
C  5.03  -5.93  -5.21  -0.108
H  7.39  -3.83  -2.52  0.114
H  8.55  -3.59  -3.81  0.121
H  8.41  -6.03  -1.97  0.072
H  9.67  -4.79  -1.98  0.080
H  9.49  -5.90  -3.35  0.081
H  4.76  -4.93  -5.55  0.075
H  4.13  -6.52  -5.04  0.085
H  5.67  -6.43  -5.94  0.056
O  -9.68  1.91  -0.48  -0.289
S  -9.02  1.08  -1.44  0.552
O  -8.67  -0.27  -1.11  -0.280
O  -7.75  1.84  -2.01  -0.269
C  -6.79  2.40  -1.06  -0.235
C  -5.83  1.37  -0.51  -0.082
C  -9.94  1.08  -2.94  -0.134
H  -7.32  2.92  -0.27  0.112
H  -6.24  3.14  -1.63  0.115
H  -6.34  0.65  0.14  0.071
H  -5.04  1.88  0.06  0.064
H  -5.37  0.81  -1.32  0.083
H  -10.16  2.10  -3.22  0.069
H  -10.86  0.53  -2.75  0.069
H  -9.36  0.58  -3.71  0.071
O  -1.63  -4.58  5.51  -0.274
S  -2.02  -4.10  6.80  0.561
O  -3.36  -3.69  7.05  -0.273
O  -1.02  -2.96  7.26  -0.271
C  -0.78  -1.85  6.35  -0.239
C  -1.89  -0.82  6.37  -0.076
C  -1.55  -5.29  8.02  -0.130
H  -0.61  -2.23  5.34  0.117
H  0.15  -1.41  6.69  0.119
H  -2.81  -1.22  5.95  0.075
H  -1.60  0.05  5.80  0.063
H  -2.10  -0.52  7.40  0.087
H  -0.51  -5.56  7.86  0.071
H  -2.20  -6.15  7.89  0.073
H  -1.70  -4.85  9.00  0.071
O  -2.12  7.47  5.63  -0.284
S  -2.30  7.92  4.28  0.561
O  -1.37  7.56  3.27  -0.265
O  -2.44  9.52  4.31  -0.266
C  -1.42  10.25  5.00  -0.264
C  -0.16  10.40  4.18  -0.074
C  -3.93  7.55  3.74  -0.109
H  -1.22  9.78  5.97  0.111
H  -1.86  11.23  5.21  0.118
H  0.34  9.44  4.04  0.072
H  0.54  11.08  4.68  0.077
H  -0.39  10.79  3.19  0.084
H  -4.64  7.89  4.49  0.073
H  -3.99  6.47  3.61  0.071
H  -4.10  8.05  2.79  0.079
O  5.54  -9.48  -6.48  -0.274
S  6.35  -9.47  -7.66  0.562
O  5.86  -8.90  -8.88  -0.274
O  6.87  -10.94  -7.94  -0.264
C  5.88  -11.99  -8.00  -0.253
C  5.14  -12.03  -9.32  -0.073
C  7.91  -8.75  -7.28  -0.116
H  5.19  -11.89  -7.16  0.114
H  6.44  -12.92  -7.85  0.121
H  4.51  -11.15  -9.44  0.073
H  4.51  -12.92  -9.37  0.081
H  5.85  -12.04  -10.15  0.084
H  8.31  -9.23  -6.39  0.078
H  7.75  -7.69  -7.11  0.069
H  8.58  -8.90  -8.13  0.075